Molecular formula: C30H70B2BrFN9O11
Method: DFT, wB97M-V/def2-TZVPD

ORCA input file:
```
! wB97M-V def2-TZVPD RIJCOSX def2/J DEFGRID3
* xyz 1 1
C -0.49 -5.78 3.14
C 0.98 -5.54 3.47
O 1.72 -5.03 2.37
C 1.84 -3.62 2.34
C 0.62 -2.98 1.69
O -0.22 -2.33 2.69
N -0.52 -1.04 2.35
C 0.47 -0.03 2.69
C 0.14 0.78 4.00
N -0.04 2.18 3.63
N 1.30 0.75 4.90
N -1.05 0.25 4.62
C -1.66 -0.81 1.76
N -1.95 0.48 1.46
C -2.85 0.61 0.29
B -3.09 2.13 -0.16
O -3.78 3.04 0.62
O -2.53 2.51 -1.34
C -1.13 2.79 -1.14
C -0.28 1.58 -1.43
C -4.11 -0.19 0.62
Br -5.29 0.09 -0.92
C -4.79 0.25 1.93
F -4.19 -0.43 3.00
C -6.31 0.19 2.00
C -6.76 0.06 3.45
C -3.68 -1.70 0.64
N -4.76 -2.43 1.16
C -4.83 -3.70 1.36
C -5.08 -4.69 0.27
C -4.78 -4.29 2.74
O -3.37 -2.09 -0.68
B -2.13 -2.65 -0.96
O -1.79 -3.95 -0.62
O -1.20 -1.91 -1.62
N -2.47 -1.90 1.47
H -0.61 -5.89 2.06
H -0.85 -6.68 3.64
H -1.09 -4.93 3.45
H 1.07 -4.89 4.34
H 1.44 -6.48 3.74
H 1.98 -3.22 3.34
H 2.71 -3.43 1.72
H 0.02 -3.74 1.20
H 0.88 -2.26 0.91
H 0.57 0.65 1.85
H 1.41 -0.55 2.79
H 0.46 2.74 4.31
H -1.01 2.45 3.71
H 2.17 0.80 4.40
H 1.30 -0.08 5.48
H -0.83 -0.52 5.25
H -1.45 0.98 5.20
H -2.24 1.00 2.28
H -2.35 0.12 -0.54
H -3.25 3.43 1.32
H -0.85 3.63 -1.76
H -0.96 3.06 -0.09
H -0.35 0.86 -0.62
H 0.77 1.85 -1.49
H -0.56 1.10 -2.37
H -4.53 1.30 2.08
H -6.71 1.12 1.60
H -6.68 -0.68 1.47
H -6.28 0.78 4.11
H -6.54 -0.94 3.81
H -7.84 0.18 3.53
H -4.91 -4.22 -0.70
H -4.43 -5.56 0.37
H -6.13 -4.99 0.32
H -5.78 -4.65 3.00
H -4.52 -3.51 3.45
H -4.07 -5.11 2.78
H -2.15 -4.21 0.23
H -0.55 -2.49 -2.01
H -2.71 -2.32 2.36
C 6.73 -1.34 2.63
O 6.89 -0.65 1.41
C 6.99 -1.48 0.26
C 5.77 -1.33 -0.62
N 4.59 -1.91 0.01
C 3.33 -1.61 -0.66
C 2.88 -0.15 -0.74
O 2.53 0.41 0.52
C 3.60 0.95 1.27
H 6.83 -0.62 3.43
H 5.74 -1.82 2.70
H 7.50 -2.11 2.75
H 7.15 -2.53 0.54
H 7.86 -1.15 -0.31
H 5.95 -1.84 -1.57
H 5.64 -0.26 -0.83
H 4.53 -1.58 0.96
H 2.54 -2.16 -0.14
H 3.38 -2.01 -1.68
H 1.96 -0.13 -1.33
H 3.60 0.48 -1.26
H 4.38 1.36 0.63
H 4.04 0.21 1.94
H 3.20 1.76 1.88
C 0.30 6.48 -7.96
O 0.69 5.12 -8.02
C 2.09 4.90 -8.12
C 2.63 4.28 -6.85
N 2.61 5.23 -5.74
C 2.90 4.65 -4.44
C 1.95 3.60 -3.89
O 0.66 4.09 -3.56
C -0.27 4.15 -4.63
H -0.78 6.51 -8.05
H 0.59 6.95 -7.01
H 0.74 7.05 -8.78
H 2.61 5.83 -8.36
H 2.25 4.20 -8.94
H 3.67 3.97 -7.02
H 2.04 3.39 -6.64
H 1.70 5.67 -5.71
H 2.93 5.47 -3.72
H 3.91 4.22 -4.47
H 2.37 3.24 -2.95
H 1.86 2.73 -4.55
H -0.09 3.35 -5.36
H -0.24 5.11 -5.14
H -1.27 4.02 -4.21
*
```

**LUMO level**: -2.39 eV
**Gap between HOMO and LUMO**: 0.2861 Ha

---

Molecular formula: C30H70N10O10
Method: DFT, wB97M-V/def2-TZVPD

ORCA input file:
```
! wB97M-V def2-TZVPD RIJCOSX def2/J DEFGRID3
* xyz 0 1
C -13.13 -12.09 1.35
C -12.46 -12.57 2.66
O -12.26 -13.74 2.93
N -12.14 -11.54 3.41
C -11.41 -11.67 4.68
H -12.52 -11.36 0.83
H -14.17 -11.83 1.56
H -13.25 -12.87 0.59
H -12.43 -10.61 3.14
H -12.16 -11.64 5.47
H -10.94 -10.70 4.83
H -10.70 -12.49 4.67
C -18.52 -12.19 5.39
C -17.14 -12.73 5.04
O -16.82 -12.82 3.86
N -16.37 -13.10 6.10
C -15.05 -13.71 6.00
H -19.26 -12.98 5.55
H -19.00 -11.55 4.67
H -18.39 -11.73 6.37
H -16.79 -12.94 7.00
H -14.35 -12.89 5.80
H -14.96 -14.35 5.12
H -14.82 -14.26 6.90
C -13.29 -16.86 2.89
C -14.30 -17.68 2.13
O -14.30 -17.61 0.91
N -15.09 -18.55 2.79
C -15.98 -19.50 2.10
H -12.31 -17.33 2.81
H -13.50 -16.86 3.96
H -13.24 -15.86 2.47
H -15.12 -18.49 3.79
H -15.71 -19.41 1.05
H -17.01 -19.15 2.16
H -15.90 -20.49 2.54
C -10.04 -15.52 5.98
C -10.87 -15.10 7.19
O -11.99 -14.59 7.07
N -10.36 -15.46 8.37
C -11.07 -15.10 9.60
H -10.46 -16.33 5.38
H -9.09 -15.94 6.33
H -9.75 -14.63 5.42
H -9.53 -16.02 8.46
H -10.50 -15.28 10.50
H -12.02 -15.63 9.66
H -11.45 -14.08 9.52
C -12.23 -15.74 -0.48
C -11.84 -16.28 -1.88
O -12.43 -15.91 -2.89
N -10.84 -17.12 -1.99
C -9.84 -17.53 -1.02
H -12.35 -16.53 0.26
H -13.21 -15.27 -0.55
H -11.44 -15.04 -0.19
H -10.68 -17.45 -2.93
H -9.74 -18.62 -1.06
H -10.06 -17.13 -0.04
H -8.82 -17.26 -1.33
C -11.03 -6.65 -3.12
C -11.49 -7.53 -1.99
O -10.72 -7.79 -1.07
N -12.80 -7.87 -1.98
C -13.29 -8.81 -1.03
H -11.87 -6.16 -3.62
H -10.68 -7.35 -3.89
H -10.19 -5.98 -2.93
H -13.17 -7.84 -2.92
H -12.64 -9.69 -1.11
H -14.29 -9.22 -1.15
H -13.12 -8.35 -0.06
C -14.13 -8.95 10.81
C -13.76 -9.73 9.54
O -14.59 -10.12 8.76
N -12.53 -10.29 9.58
C -12.10 -11.23 8.50
H -13.58 -8.05 11.08
H -14.08 -9.70 11.60
H -15.19 -8.67 10.81
H -11.98 -10.05 10.39
H -11.25 -11.80 8.89
H -11.78 -10.75 7.58
H -12.86 -12.00 8.38
C -7.39 -18.16 3.64
C -7.98 -16.77 3.40
O -7.53 -15.89 4.16
N -8.94 -16.59 2.48
C -9.47 -15.27 2.17
H -7.36 -18.74 2.71
H -7.91 -18.76 4.38
H -6.34 -18.06 3.92
H -9.32 -17.41 2.06
H -8.91 -14.65 1.47
H -9.37 -14.70 3.09
H -10.46 -15.37 1.72
C -14.82 -9.85 5.36
C -14.77 -9.48 3.86
O -13.69 -9.00 3.48
N -15.80 -9.82 3.09
C -15.90 -9.42 1.68
H -15.88 -9.87 5.64
H -14.29 -9.10 5.95
H -14.37 -10.83 5.49
H -16.50 -10.46 3.43
H -16.86 -9.07 1.30
H -15.77 -10.22 0.95
H -15.25 -8.58 1.48
C -14.18 -14.56 -5.22
C -13.57 -13.19 -4.96
O -13.46 -12.34 -5.83
N -13.18 -12.97 -3.69
C -12.70 -11.72 -3.15
H -14.84 -14.32 -6.05
H -14.77 -15.00 -4.41
H -13.39 -15.27 -5.45
H -13.10 -13.77 -3.09
H -13.04 -11.75 -2.12
H -13.07 -10.91 -3.78
H -11.62 -11.60 -3.15
*
```

**LUMO level**: 0.35 eV
**SMILES**: CNC(C)=O.CNC(C)=O.CNC(C)=O.CNC(C)=O.CNC(C)=O.CNC(C)=O.CNC(C)=O.CNC(C)=O.CNC(C)=O.CNC(C)=O
**Gap between HOMO and LUMO**: 0.3349 Ha
**Energy above the lowest of the compared OMol25 structures with the same formula, charge and spin**: 3.424 eV

---

Molecular formula: C30H71N7O16S2
Method: DFT, wB97M-V/def2-TZVPD

ORCA input file:
```
! wB97M-V def2-TZVPD RIJCOSX def2/J DEFGRID3
* xyz 0 1
C -4.37 -3.34 -0.55
O -3.95 -1.93 -0.45
C -3.86 -1.44 0.86
O -3.59 -2.10 1.83
O -4.07 -0.15 1.01
C -4.17 0.61 -0.14
H -4.46 -3.45 -1.59
H -5.33 -3.60 -0.06
H -3.63 -4.10 -0.29
H -3.35 0.50 -0.82
H -4.15 1.65 0.06
H -5.12 0.44 -0.74
O -3.86 2.48 -2.52
S -2.85 3.27 -3.10
O -3.23 4.21 -4.12
O -2.13 4.09 -1.91
C -2.98 4.46 -0.81
C -2.21 5.36 0.12
C -1.41 2.35 -3.52
H -3.27 3.60 -0.24
H -3.92 4.99 -1.15
H -2.82 5.64 0.96
H -1.64 6.17 -0.37
H -1.46 4.60 0.42
H -0.61 3.10 -3.76
H -1.62 1.67 -4.34
H -1.05 1.81 -2.70
O 2.66 0.52 5.68
S 1.36 0.30 5.12
O 1.37 0.02 3.68
O 0.65 -0.91 5.83
C 0.18 -2.04 5.07
C -1.32 -1.85 4.91
C 0.26 1.65 5.63
H 0.36 -2.94 5.66
H 0.75 -2.20 4.14
H -1.67 -1.57 5.89
H -1.79 -2.78 4.60
H -1.50 -1.05 4.17
H 0.71 2.51 5.12
H 0.26 1.72 6.74
H -0.73 1.42 5.24
C -5.67 2.17 -6.98
C -5.45 0.87 -6.26
O -5.44 -0.21 -6.86
N -4.99 0.92 -5.00
C -4.78 -0.31 -4.22
H -5.69 2.98 -6.28
H -6.65 2.18 -7.44
H -4.90 2.19 -7.78
H -5.07 1.77 -4.48
H -5.71 -0.61 -3.75
H -3.98 -0.14 -3.50
H -4.43 -1.14 -4.86
C 2.30 -3.61 -3.65
C 2.34 -3.50 -2.14
O 1.43 -4.09 -1.53
N 3.41 -2.90 -1.54
C 3.81 -2.99 -0.14
H 2.90 -2.74 -4.06
H 1.28 -3.55 -3.99
H 2.80 -4.53 -3.93
H 4.10 -2.51 -2.19
H 3.98 -2.06 0.42
H 4.71 -3.62 -0.13
H 3.05 -3.48 0.46
C 3.88 1.27 1.97
C 4.48 2.67 1.63
O 4.55 3.00 0.43
N 4.87 3.41 2.62
C 5.57 4.72 2.62
H 2.77 1.43 1.91
H 4.07 0.92 2.95
H 4.11 0.56 1.20
H 4.78 3.00 3.55
H 4.88 5.51 2.34
H 6.48 4.61 2.03
H 5.83 4.81 3.69
C -1.21 -1.43 -2.58
C -0.66 -0.87 -1.35
O -0.86 0.32 -1.05
N 0.05 -1.68 -0.57
C 0.45 -1.31 0.75
H -0.61 -2.23 -3.03
H -1.36 -0.68 -3.39
H -2.17 -1.86 -2.38
H 0.21 -2.64 -0.84
H 1.23 -1.91 1.06
H -0.30 -1.60 1.52
H 0.65 -0.27 0.94
C 1.81 -4.73 3.74
C 0.35 -4.82 3.25
O -0.60 -5.06 4.00
N 0.16 -4.60 1.94
C -1.08 -4.92 1.28
H 1.92 -4.43 4.81
H 2.37 -3.97 3.15
H 2.36 -5.63 3.62
H 1.01 -4.47 1.44
H -0.89 -5.54 0.39
H -1.54 -4.00 0.92
H -1.65 -5.47 1.96
C -1.68 1.96 2.25
C -0.30 2.51 1.89
O 0.28 3.27 2.67
N 0.09 2.28 0.61
C 1.31 2.91 -0.02
H -1.45 1.14 2.91
H -2.19 1.51 1.41
H -2.18 2.75 2.90
H -0.42 1.67 0.00
H 2.09 3.04 0.78
H 1.06 3.96 -0.30
H 1.62 2.23 -0.80
C 6.37 0.55 -0.86
C 5.31 0.03 -1.76
O 5.55 -0.96 -2.44
N 4.08 0.66 -1.74
C 2.94 0.13 -2.53
H 6.05 1.50 -0.52
H 7.35 0.57 -1.39
H 6.48 -0.14 0.00
H 3.90 1.38 -1.05
H 2.47 1.08 -2.98
H 2.18 -0.47 -2.00
H 3.38 -0.47 -3.32
*
```

**LUMO level**: 0.38 eV
**SMILES**: CCOS(C)(=O)=O.CCOS(C)(=O)=O.COC(=O)OC.CNC(C)=O.CNC(C)=O.CNC(C)=O.CNC(C)=O.CNC(C)=O.CNC(C)=O.CNC(C)=O
**Gap between HOMO and LUMO**: 0.3579 Ha

---

Molecular formula: C30H72N6O12
Method: DFT, wB97M-V/def2-TZVPD

ORCA input file:
```
! wB97M-V def2-TZVPD RIJCOSX def2/J DEFGRID3
* xyz 0 1
C 0.47 -1.60 -1.07
O 0.06 -0.66 -2.04
C 0.10 0.72 -1.72
C -1.14 1.17 -0.95
O -1.17 0.70 0.38
C -0.28 1.32 1.27
H 0.06 -1.43 -0.07
H 1.57 -1.63 -1.07
H 0.10 -2.59 -1.34
H 0.14 1.18 -2.71
H 0.97 1.05 -1.15
H -2.10 1.03 -1.44
H -1.16 2.27 -0.88
H 0.46 0.57 1.59
H -0.72 1.61 2.23
H 0.25 2.17 0.83
C 1.52 0.90 4.96
O 1.51 0.55 6.32
C 1.61 -0.84 6.48
C 1.86 -1.23 7.94
O 3.16 -0.88 8.27
C 3.56 -1.47 9.48
H 2.49 0.85 4.47
H 1.07 1.89 4.84
H 0.84 0.22 4.43
H 2.44 -1.29 5.93
H 0.74 -1.36 6.07
H 1.75 -2.33 7.91
H 1.04 -0.91 8.59
H 3.70 -2.55 9.42
H 2.77 -1.39 10.24
H 4.44 -1.06 9.97
C 6.12 -2.05 -8.38
O 6.51 -1.29 -7.26
C 5.42 -0.95 -6.42
C 4.88 -2.17 -5.69
O 3.69 -1.84 -4.98
C 3.40 -2.77 -3.98
H 5.04 -2.04 -8.58
H 6.53 -3.06 -8.35
H 6.57 -1.62 -9.28
H 4.61 -0.51 -7.02
H 5.70 -0.19 -5.70
H 5.63 -2.55 -4.99
H 4.60 -2.94 -6.41
H 2.53 -2.41 -3.43
H 4.17 -2.86 -3.20
H 3.22 -3.78 -4.36
C -0.28 -4.12 -4.62
C -1.20 -5.08 -5.36
O -1.72 -6.00 -4.74
N -1.44 -4.85 -6.65
C -2.34 -5.59 -7.52
H 0.58 -4.74 -4.37
H -0.75 -3.64 -3.77
H 0.07 -3.38 -5.34
H -0.93 -4.15 -7.16
H -3.35 -5.66 -7.12
H -2.06 -6.64 -7.63
H -2.43 -5.04 -8.45
C -2.16 1.20 5.19
C -3.33 2.16 5.47
O -4.45 1.69 5.59
N -3.06 3.47 5.68
C -4.11 4.46 5.98
H -2.20 0.42 5.95
H -1.21 1.72 5.19
H -2.38 0.80 4.20
H -2.10 3.71 5.85
H -3.77 5.34 5.44
H -4.09 4.68 7.04
H -5.08 4.17 5.58
C -5.06 2.27 -1.75
C -4.58 2.40 -0.33
O -4.40 3.50 0.16
N -4.38 1.24 0.36
C -4.00 1.30 1.74
H -4.12 2.10 -2.31
H -5.38 3.21 -2.17
H -5.59 1.39 -2.12
H -4.19 0.41 -0.18
H -4.64 1.96 2.32
H -3.00 1.76 1.76
H -3.99 0.32 2.22
C 4.52 -0.27 -0.81
C 4.01 1.06 -0.31
O 3.26 1.73 -1.01
N 4.34 1.40 0.95
C 4.13 2.69 1.59
H 5.16 -0.81 -0.12
H 5.08 -0.20 -1.74
H 3.64 -0.89 -0.98
H 4.95 0.76 1.43
H 3.60 3.39 0.95
H 5.14 3.12 1.68
H 3.69 2.60 2.58
C -2.15 -2.07 1.78
C -2.21 -3.56 1.41
O -1.39 -4.33 1.87
N -3.11 -3.89 0.47
C -3.15 -5.21 -0.13
H -1.18 -1.61 1.61
H -2.51 -1.97 2.81
H -2.94 -1.49 1.30
H -3.58 -3.18 -0.06
H -3.74 -5.25 -1.04
H -3.33 -6.02 0.58
H -2.14 -5.49 -0.46
C -1.95 6.48 -2.85
C -2.16 5.14 -2.22
O -2.58 4.22 -2.92
N -1.97 4.97 -0.89
C -1.77 6.07 0.02
H -0.90 6.76 -3.04
H -2.23 7.40 -2.33
H -2.45 6.47 -3.82
H -2.42 4.15 -0.51
H -0.76 6.48 0.02
H -1.96 5.80 1.06
H -2.55 6.82 -0.11
*
```

**LUMO level**: 0.34 eV
**SMILES**: CNC(C)=O.CNC(C)=O.CNC(C)=O.CNC(C)=O.CNC(C)=O.CNC(C)=O.COCCOC.COCCOC.COCCOC
**Gap between HOMO and LUMO**: 0.3505 Ha
**Energy above the lowest of the compared OMol25 structures with the same formula, charge and spin**: 0.000 eV